2 unconnected molecules or ions with the total composition C12H21N2O in a non-equilibrium geometry. Source: the OMol25 dataset; level of theory: ωB97M-V/def2-TZVPD.

Each line ends with the Mulliken charge.
Atoms and positions in Å:
1 O -2.419 -0.491 -0.829  -0.3272
2 N 0.235 -1.650 -1.132  -0.2391
3 N 2.826 -0.604 -1.113  -0.6690
4 C -2.016 0.205 0.364  0.2362
5 C -0.236 1.510 1.426  -0.6269
6 C 0.522 2.443 -1.226  -0.8545
7 C 0.855 -1.668 0.015  -0.3478
8 C -0.871 0.917 0.279  0.7611
9 C 2.221 -1.120 0.234  0.7420
10 C -0.440 1.271 -1.118  -0.1328
11 C 3.245 -1.941 1.003  -1.3134
12 C -3.747 -0.738 -0.976  -1.0689
13 C 1.010 3.011 -0.125  -0.3232
14 C -2.717 -0.098 1.583  -1.4126
15 C 0.714 2.532 1.190  -0.6961
16 H -4.353 0.049 -0.505  0.4075
17 H 3.373 -2.937 0.505  0.3547
18 H -2.599 0.863 2.143  0.3499
19 H 3.559 0.077 -0.786  0.3432
20 H -3.991 -0.910 -1.981  0.2995
21 H 1.207 3.087 1.941  0.4919
22 H -4.096 -1.618 -0.443  0.3744
23 H 0.778 -1.498 -2.025  0.3485
24 H 1.910 -0.353 0.976  0.0169
25 H -2.127 -0.752 2.132  0.3871
26 H -0.066 0.362 -1.781  0.0659
27 H 2.926 -2.228 2.026  0.3742
28 H -3.694 -0.621 1.442  0.4086
29 H -0.728 -1.761 -1.366  0.2319
30 H 4.224 -1.407 0.769  0.3429
31 H 0.295 -1.803 0.876  0.4546
32 H 1.768 3.852 -0.248  0.2997
33 H -0.528 1.204 2.390  0.4821
34 H 3.340 -1.348 -1.660  0.2747
35 H 0.856 2.691 -2.233  0.4035
36 H -1.235 1.473 -1.746  0.5603

Values from the calculation:
E_LUMO (alpha / beta): -4.1 / -4.1 eV
multiplicity: 1
maximum force: 4.22 eV Å⁻¹
net charge: +1
HOMO level (alpha / beta): -10.43 / -10.43 eV
ΔE to the lowest compared entry with this formula, charge and spin: 103.8 kcal per mole
total energy: -654.21739 Eh

2 unconnected molecules or ions with the total composition C12H21N2O4P in a non-equilibrium geometry. Source: the OMol25 dataset; level of theory: ωB97M-V/def2-TZVPD.

Each line ends with the Mulliken charge.
Atoms and positions in Å:
1 P -0.412 -0.576 -0.113  0.5262
2 O 2.526 1.486 0.391  -0.5986
3 O -4.349 -0.739 -0.275  -0.5334
4 O -0.770 0.954 0.647  -0.3688
5 O -3.079 -2.651 -0.057  -0.3896
6 N 1.437 3.360 -0.159  -0.0450
7 N 0.102 -2.200 -2.355  -0.4572
8 C 2.561 2.698 0.223  0.9660
9 C -0.756 0.886 2.087  -0.5076
10 C 1.272 4.776 -0.407  -0.9743
11 C 0.472 -4.831 -0.552  -0.4804
12 C -2.054 -0.427 -1.047  -0.4145
13 C -3.246 -1.296 -0.439  0.3475
14 C 0.011 -2.276 -0.945  0.3738
15 C 0.364 -3.510 -2.816  -0.2119
16 C 0.533 -4.814 -2.080  -0.3347
17 C -2.076 0.171 2.712  -0.7239
18 C 0.184 -3.435 0.003  -0.3609
19 C 3.819 3.500 0.427  -1.4896
20 H 4.627 2.833 0.729  0.3073
21 H 0.100 -3.279 1.123  0.2326
22 H 0.214 0.480 2.535  0.3537
23 H -2.956 0.879 2.807  0.2642
24 H -1.753 -0.156 3.769  0.3223
25 H 3.668 4.241 1.214  0.3620
26 H -3.642 -3.212 -0.630  0.3268
27 H 2.195 5.331 -0.254  0.3874
28 H -2.389 0.666 -0.938  0.2834
29 H 0.504 5.157 0.269  0.2857
30 H 0.747 -0.005 -0.769  -0.0285
31 H -0.208 -1.165 1.174  -0.1377
32 H 0.460 -3.580 -3.960  0.2922
33 H 0.611 -5.730 0.120  0.3532
34 H -1.956 -0.585 -2.183  0.5191
35 H 0.708 -5.778 -2.655  0.2912
36 H -0.824 1.976 2.456  0.3217
37 H 0.937 4.908 -1.438  0.2983
38 H 4.105 3.991 -0.505  0.3735
39 H 0.633 2.755 -0.274  0.1285
40 H -2.321 -0.802 2.162  0.1400

Values from the calculation:
E_LUMO: 0.3 eV
multiplicity: 1
maximum force: 6.24 eV Å⁻¹
net charge: 0
HOMO level: -8.88 eV
structure (SMILES): CCO[PH2](CC(=O)O)c1ccccn1.CNC(C)=O
total energy: -1221.52896 Eh

A molecular structure, C12H21N3O2S6Tc in a non-equilibrium geometry. Source: the OMol25 dataset; level of theory: ωB97M-V/def2-TZVPD.

Each line ends with the Mulliken charge.
Atoms and positions in Å:
1 Tc -0.526 1.034 -0.081  0.8680
2 S -2.242 2.715 -3.050  0.1258
3 S -1.921 2.793 -0.070  -0.1761
4 S -1.100 6.052 -0.498  0.0317
5 S -2.564 4.013 -5.707  0.0270
6 S -1.725 5.558 -3.310  0.0037
7 S -1.374 -0.616 -1.447  -0.3654
8 O 3.053 1.356 1.729  -0.4644
9 O 1.225 1.129 0.488  -0.6416
10 N -1.358 -0.378 -4.056  -0.0273
11 N -1.003 -0.169 1.605  -0.4247
12 N 0.769 -0.405 -3.013  -0.0330
13 C -2.216 4.089 -4.135  0.1819
14 C 1.740 -0.194 -4.102  -0.5147
15 C -0.850 -1.886 -5.969  -1.1331
16 C 0.164 -0.804 2.298  -0.5324
17 C -0.553 -0.430 -3.014  0.6700
18 C 1.200 0.204 2.756  -0.5330
19 C 1.971 1.280 -4.381  -0.9284
20 C -1.508 4.913 -1.745  0.0059
21 C -1.081 -0.459 -5.503  -0.5507
22 C -1.790 3.548 -1.598  0.1860
23 C 1.954 0.931 1.664  0.4534
24 C 0.429 5.379 0.212  -0.5117
25 H 1.172 -0.451 -2.088  0.1251
26 H 0.323 4.343 0.513  0.0290
27 H 0.594 -1.533 1.611  0.3308
28 H 0.608 5.988 1.096  0.3599
29 H 2.656 -0.680 -3.769  0.4395
30 H 0.751 0.959 3.410  0.2575
31 H 2.728 1.395 -5.156  0.3727
32 H -0.571 -1.884 -7.022  0.3789
33 H -0.219 -1.348 3.162  0.4104
34 H 1.249 5.510 -0.488  0.3021
35 H -1.520 0.390 2.283  0.2835
36 H -0.250 0.200 -5.741  0.1799
37 H 2.327 1.795 -3.488  0.3397
38 H -1.753 -2.486 -5.862  0.3749
39 H -0.054 -2.374 -5.407  0.2988
40 H -1.635 -0.919 1.326  0.2999
41 H 1.951 -0.308 3.359  0.3648
42 H -1.959 -0.031 -5.982  0.4505
43 H -2.332 -0.483 -3.806  0.3303
44 H 1.059 1.771 -4.724  0.1994
45 H 1.410 -0.737 -4.982  0.1557

Values from the calculation:
E_LUMO (alpha / beta): -7.4 / -10.5 eV
multiplicity: 2
expectation value of S²: 0.801
maximum force: 3.12 eV Å⁻¹
net charge: +2
HOMO level (alpha / beta): -14.20 / -13.17 eV
ΔE to the lowest compared entry with this formula, charge and spin: 31.2 kcal per mole
total energy: -3253.93791 Eh

A gas-phase ion, C12H21N3O4PS (charge +1) in a non-equilibrium geometry. Source: the OMol25 dataset; level of theory: ωB97M-V/def2-TZVPD.

Each line ends with the Mulliken charge.
Atoms and positions in Å:
1 S -0.940 2.605 2.936  -0.2394
2 P -1.895 1.824 -2.392  1.0348
3 O -2.543 3.337 -2.260  -0.5500
4 O 1.480 -1.427 4.136  -0.3798
5 O -0.290 2.057 -2.586  -0.5036
6 O -2.472 1.163 -3.552  -0.6500
7 N 0.079 -1.639 0.797  0.2315
8 N -1.310 0.132 1.762  -0.6743
9 N 1.980 0.946 2.174  -0.3297
10 C 0.659 -2.202 -0.476  -0.3707
11 C -2.309 0.962 -0.805  -1.0429
12 C -1.027 -0.997 -1.855  -0.9859
13 C 3.103 1.508 0.090  -1.4859
14 C -1.060 1.171 2.336  0.4671
15 C 1.862 1.057 0.927  0.3560
16 C 0.645 -1.653 3.348  -0.1676
17 C -1.531 -0.371 -0.533  -0.5942
18 C -0.475 -2.435 -1.529  -0.9402
19 C 0.568 0.829 0.140  -1.3726
20 C -0.426 -0.240 0.631  1.2142
21 C 1.053 -1.949 1.885  -0.4714
22 H -1.844 -1.127 -2.582  0.5242
23 H -0.752 -2.225 0.963  0.6010
24 H 1.216 -3.048 1.858  0.5469
25 H -1.297 -2.957 -0.998  0.3232
26 H -0.111 -2.980 -2.408  0.4327
27 H 2.937 1.157 -0.947  0.3482
28 H 0.104 1.819 -0.013  0.4912
29 H 2.062 -1.536 1.735  0.4112
30 H -2.250 1.715 0.001  0.4704
31 H -3.378 0.695 -0.895  0.2404
32 H -2.530 3.538 -1.306  0.3597
33 H 4.024 1.016 0.444  0.4666
34 H 2.937 1.151 2.464  0.2672
35 H -0.414 -1.697 3.699  0.3928
36 H -0.211 -0.461 -2.370  0.2728
37 H 3.198 2.606 0.054  0.3221
38 H 1.448 -1.537 -0.864  0.2796
39 H -2.274 -1.079 -0.104  0.7042
40 H 0.899 0.543 -0.874  0.1806
41 H -0.061 3.001 -2.612  0.3328
42 H 1.132 -3.183 -0.320  0.4871

Values from the calculation:
E_LUMO: -3.3 eV
multiplicity: 1
maximum force: 3.68 eV Å⁻¹
net charge: +1
HOMO level: -13.11 eV
structure (SMILES): [H]/N=C(\C)C[C@@]1(N=C=S)[C@@H](CP(=O)(O)O)CCC[N@H+]1CC=O
ΔE to the lowest compared entry with this formula, charge and spin: 0.0 kcal per mole
total energy: -1674.41131 Eh

A single C12H21N3O5 molecule in a non-equilibrium geometry. Source: the OMol25 dataset; level of theory: ωB97M-V/def2-TZVPD.

Each line ends with the Mulliken charge.
Atoms and positions in Å:
1 O 2.537 3.927 -1.441  -0.6341
2 O 2.350 -0.302 -1.971  -0.4357
3 O -1.848 1.143 -0.334  -0.7195
4 O 0.757 -2.721 -0.217  -0.6198
5 O 0.844 -0.858 -3.475  -0.6247
6 N -0.031 -0.028 0.416  -0.0760
7 N 0.368 3.266 -1.034  -0.2326
8 N -1.263 -3.501 0.024  -0.0731
9 C -0.782 -1.250 0.868  -0.4059
10 C -1.542 -0.229 3.134  -1.3294
11 C 0.473 1.289 -2.554  -0.6139
12 C 0.441 1.814 -1.075  0.1797
13 C -0.387 -2.600 0.184  0.0210
14 C -1.082 -4.699 -0.721  -0.9674
15 C -0.909 -1.481 2.344  0.2753
16 C 1.367 4.175 -1.184  0.6625
17 C 0.503 -1.637 2.956  -1.2983
18 C -0.608 0.984 -0.306  0.1115
19 C 1.032 5.585 -0.801  -1.0330
20 C 1.283 -0.007 -2.729  0.4817
21 H 1.426 1.445 -0.663  0.3082
22 H -0.417 -4.435 -1.618  0.2720
23 H -1.652 -0.528 4.193  0.4747
24 H -1.495 -2.441 2.423  0.3654
25 H -2.247 -3.412 0.282  0.3290
26 H 2.480 -1.229 -2.309  0.3571
27 H 0.221 5.509 -0.063  0.3038
28 H -1.809 -1.046 0.543  0.6282
29 H -0.840 0.598 3.189  0.2852
30 H 1.849 6.115 -0.413  0.3430
31 H -0.585 -5.494 -0.168  0.2982
32 H -0.579 3.557 -0.676  0.3177
33 H 0.858 -2.549 2.455  0.3772
34 H -2.639 -0.087 2.715  0.2740
35 H 0.954 -0.060 0.173  0.4291
36 H 0.791 6.012 -1.801  0.2346
37 H -1.987 -5.162 -1.021  0.3637
38 H 1.018 1.974 -3.132  0.4476
39 H 1.172 -0.733 2.844  0.2415
40 H -0.532 1.085 -3.032  0.2796
41 H 0.510 -1.989 3.995  0.4021

Values from the calculation:
E_LUMO: 0.6 eV
multiplicity: 1
maximum force: 6.08 eV Å⁻¹
net charge: 0
HOMO level: -9.72 eV
structure (SMILES): CNC(=O)[C@H](NC(=O)[C@@H](CC(=O)O)NC(C)=O)C(C)C
ΔE to the lowest compared entry with this formula, charge and spin: 7.0 kcal per mole
total energy: -1010.33310 Eh

A single C12H21NSi molecule in a non-equilibrium geometry. Source: the OMol25 dataset; level of theory: ωB97M-V/def2-TZVPD.

Each line ends with the Mulliken charge.
Atoms and positions in Å:
1 Si -0.115 0.404 -0.683  0.0151
2 N -0.590 1.930 0.001  0.2241
3 C -2.845 -0.737 -0.498  -2.2052
4 C 2.476 1.077 0.327  -0.6558
5 C -1.379 2.013 1.219  -1.1755
6 C -1.292 -1.812 1.016  -1.5108
7 C -1.398 -1.179 -0.321  1.8881
8 C 3.461 -1.515 0.254  -0.8837
9 C 2.114 -1.247 -0.001  0.2244
10 C -1.079 3.044 -0.831  -1.0865
11 C 3.689 0.806 0.845  -0.4495
12 C -0.944 -2.203 -1.414  -1.9685
13 C 1.611 0.026 -0.017  0.7696
14 C 4.231 -0.489 0.866  -0.4448
15 H -1.852 2.817 -1.502  0.3825
16 H 4.318 1.554 1.235  0.3958
17 H -0.280 3.409 -1.484  0.2810
18 H 5.315 -0.613 1.033  0.3220
19 H -1.574 -1.121 1.942  0.2402
20 H -0.126 0.878 -2.083  -0.2256
21 H -0.131 -2.817 -1.081  0.5370
22 H -2.425 1.839 0.925  0.3671
23 H -0.844 -1.680 -2.387  0.3658
24 H -1.168 2.975 1.737  0.3686
25 H -2.060 -2.623 0.971  0.4847
26 H 2.254 2.036 0.225  0.5792
27 H -3.203 -0.085 0.289  0.3846
28 H -3.083 -0.349 -1.457  0.4541
29 H -0.322 -2.343 1.250  0.2708
30 H -3.488 -1.501 -0.368  0.6900
31 H -1.863 -2.787 -1.590  0.4757
32 H -1.072 1.196 1.778  0.3700
33 H 3.721 -2.526 0.320  0.3974
34 H 1.473 -2.165 -0.387  -0.2524
35 H -1.528 3.787 -0.133  0.3706

Values from the calculation:
E_LUMO: 0.8 eV
multiplicity: 1
maximum force: 4.39 eV Å⁻¹
net charge: 0
HOMO level: -8.14 eV
structure (SMILES): CN(C)[Si@@H](c1ccccc1)C(C)(C)C
ΔE to the lowest compared entry with this formula, charge and spin: 54.9 kcal per mole
total energy: -814.02569 Eh

Q: multiplicity of number 1 (C12H21N2O)?
A: 1